(1)
C35H42B2BrN14OY as an isolated structure at a distorted geometry, computed with ωB97M-V/def2-TZVPD.

Computed properties:
ΔE to the lowest compared entry with this formula, charge and spin, kcal per mole: 41.4
F_max, eV Å⁻¹: 2.3
Multiplicity: 2
Expectation value of S²: 0.776
Frontier orbital gap (spin up / spin down), Eh: 0.32193 / 0.19699
Net charge: +1
Highest occupied orbital energy (spin up / spin down), eV: -10.97 / -10.97

CARTESIAN COORDINATES (ANGSTROEM)
Y1 0.775906 -1.220594 -0.483652
C1 2.092944 -0.141329 -4.721078
C2 1.952426 0.064814 -3.328129
N1 1.632681 -1.071291 -2.701182
N2 1.596310 -2.061486 -3.700145
C3 1.813279 -1.475663 -4.892858
B1 1.118492 -3.509042 -3.323849
N3 -0.427750 -3.509174 -2.930204
C4 -1.453819 -4.228553 -3.398689
C5 -2.432975 -4.340341 -2.439859
C6 -1.929632 -3.563352 -1.384051
N4 -0.784363 -2.957354 -1.693743
N5 1.987568 -4.118928 -2.174587
C7 2.640463 -5.311016 -2.255227
C8 2.609034 -5.943122 -1.048600
C9 1.949320 -5.040737 -0.210140
N6 1.678785 -3.891570 -0.853918
H1 2.322157 0.603023 -5.474450
H2 2.002242 1.033361 -2.836391
H3 1.782377 -2.115067 -5.762483
H4 1.291351 -4.139423 -4.329182
H5 -1.401768 -4.575313 -4.406966
H6 -3.289514 -5.012792 -2.488394
H7 -2.428601 -3.397193 -0.441562
H8 3.062792 -5.632495 -3.164205
H9 3.060934 -6.889048 -0.846372
H10 1.756911 -5.158632 0.846791
C10 3.840649 1.926977 1.177799
C11 3.214245 1.204408 0.150817
N7 2.309544 0.351111 0.650837
N8 2.496830 0.335527 2.028235
C12 3.292918 1.420130 2.339322
B2 2.418312 -1.077370 2.805978
N9 0.858533 -1.538985 2.887532
C13 -0.042297 -1.642014 3.902272
C14 -1.188294 -2.287885 3.402996
C15 -0.916606 -2.480111 2.027894
N10 0.258511 -1.910028 1.696515
N11 3.216687 -2.260397 2.001583
C16 4.011989 -3.245082 2.552464
C17 5.085036 -3.519908 1.711616
C18 4.832469 -2.705725 0.587848
N12 3.722434 -1.976319 0.764242
N13 2.983759 -0.772364 4.220302
C19 4.291224 -0.757312 4.662571
C20 4.336293 0.067701 5.788595
C21 3.007594 0.579226 5.914322
N14 2.204637 0.026401 5.004498
H11 4.598546 2.693866 1.069658
H12 3.412290 1.207339 -0.906948
H13 3.452376 1.734067 3.355417
H14 0.235103 -1.262541 4.882783
H15 -2.096052 -2.582567 3.933739
H16 -1.530372 -2.938234 1.291170
H17 3.733926 -3.718292 3.487005
H18 5.935378 -4.202407 1.870310
H19 5.330169 -2.660677 -0.383821
H20 5.040213 -1.395562 4.244190
H21 5.206462 0.333092 6.400256
H22 2.643823 1.303084 6.604842
C22 -5.282956 5.035103 -1.162790
C23 -5.287417 3.599262 -1.786462
C24 -6.411594 2.782399 -1.103494
C25 -5.554822 3.753213 -3.302351
C26 -3.969251 2.854382 -1.525304
C27 -3.721318 1.586979 -2.061157
C28 -2.490617 0.996355 -1.855028
Br1 -2.049220 -0.313316 -3.133204
C29 -1.569912 1.375924 -0.804128
O1 -0.601241 0.596426 -0.464217
C30 -1.834980 2.719549 -0.259916
C31 -2.976260 3.397429 -0.709113
C32 -1.084728 3.520309 0.838117
C33 -0.072279 2.706689 1.647146
C34 -2.119968 4.049174 1.874107
C35 -0.400002 4.737652 0.140599
H23 -6.225569 5.534153 -1.408046
H24 -4.487948 5.666086 -1.577999
H25 -5.201127 5.049613 -0.064192
H26 -7.365060 3.307957 -1.247033
H27 -6.198005 2.675022 -0.055198
H28 -6.547135 1.762366 -1.486944
H29 -6.408397 4.420747 -3.465420
H30 -5.755865 2.776228 -3.765898
H31 -4.660346 4.150688 -3.811022
H32 -4.461564 1.099824 -2.692949
H33 -3.141129 4.389480 -0.355373
H34 -0.577440 1.927377 2.262498
H35 0.497346 3.347771 2.328171
H36 0.710417 2.217476 1.041382
H37 -2.820333 3.261151 2.188350
H38 -2.769909 4.839790 1.430865
H39 -1.617991 4.443249 2.756494
H40 0.392336 4.389637 -0.554439
H41 0.053047 5.401915 0.873988
H42 -1.162639 5.295107 -0.413754

Force components x, y, z for each atom (eV/Å):
Y 0.8 -1.3 -0.1
C -0.2 0.6 0.7
C -0.2 0.0 -1.1
N 0.3 -0.6 -1.3
N -0.6 1.5 1.6
C 0.2 -1.1 0.6
B 0.2 0.2 -0.5
N 0.7 1.8 1.1
C 0.5 -0.2 0.0
C 0.1 -0.3 0.1
C -0.6 0.4 -0.1
N 0.2 -1.3 -0.3
N 0.2 0.0 0.5
C -0.9 0.5 0.0
C 0.1 0.3 -0.2
C 0.5 1.3 0.2
N -1.0 -0.6 0.0
H 0.0 -0.2 0.2
H 0.1 -0.4 0.2
H 0.1 0.2 -0.1
H -0.2 -0.2 0.1
H 0.0 -0.6 -0.3
H 0.2 0.6 0.1
H 0.0 0.2 0.0
H 0.2 -0.3 -1.0
H 0.0 -0.3 0.3
H 0.0 0.3 0.0
C -0.3 0.0 -0.1
C -0.8 -0.2 0.6
N 1.2 -0.7 0.2
N -0.4 0.8 -0.9
C 0.3 -1.4 -0.4
B -0.6 -0.1 0.2
N -0.3 1.0 -0.5
C 0.4 -0.7 -0.9
C 0.5 0.1 -0.5
C 0.3 1.4 1.5
N 0.3 -1.2 1.3
N 0.8 0.5 0.4
C 0.1 0.2 0.2
C -0.5 -0.1 0.2
C -1.2 0.3 -0.1
N 0.5 0.1 -0.3
N 0.2 -0.3 -0.1
C -1.1 0.6 1.1
C -0.2 0.2 -0.7
C 0.7 -1.5 -1.0
N 0.5 0.7 0.0
H -0.3 -0.1 0.1
H -0.2 0.3 -0.2
H 0.2 -0.3 0.2
H -0.1 -0.3 -0.3
H 0.6 0.2 -0.2
H -0.3 -0.2 -0.4
H 0.2 0.3 0.0
H -0.8 0.4 -0.1
H -0.1 0.0 0.5
H 0.2 0.0 -0.3
H -0.5 -0.3 -0.4
H -0.3 0.2 0.4
C 0.0 -0.3 -0.1
C 0.1 0.4 0.3
C -0.2 0.1 -0.6
C 0.5 -0.5 0.0
C -0.5 0.2 0.1
C 0.4 -0.2 -0.1
C -1.1 -0.4 -0.8
Br 0.3 -0.2 0.4
C 0.9 0.2 0.2
O -1.1 0.9 -0.5
C -0.9 0.7 0.4
C 1.0 -0.9 0.1
C 0.3 -0.1 0.2
C 0.6 -0.8 0.0
C -0.8 0.2 -0.7
C 0.0 -0.8 -0.2
H 0.1 -0.2 0.0
H -0.1 -0.2 0.0
H 0.0 -0.2 -0.3
H 0.2 -0.1 0.2
H -0.1 0.1 0.6
H 0.2 0.3 -0.2
H 0.2 -0.2 0.0
H -0.1 0.3 0.1
H -0.4 0.1 0.2
H 0.3 0.2 -0.1
H 0.0 0.3 0.2
H 0.3 0.4 -0.4
H -0.4 0.1 0.0
H -0.5 0.1 0.1
H 0.4 0.0 0.0
H 0.6 -0.3 0.5
H 0.0 0.1 -0.1
H -0.5 0.2 0.3
H 0.0 0.0 0.1
H 0.3 0.0 0.0

(2)
A 2-piece molecular cluster, C6H15N2S overall at a distorted geometry, computed with ωB97M-V/def2-TZVPD.

Computed properties:
ΔE to the lowest compared entry with this formula, charge and spin, kcal per mole: 74.6
F_max, eV Å⁻¹: 4.6
Frontier orbital gap, Eh: 0.35702
Net charge: +1
Highest occupied orbital energy, eV: -13.22

CARTESIAN COORDINATES (ANGSTROEM)
C1 2.822548 0.991181 -0.360323
C2 0.643992 -0.083101 -0.492377
C3 -1.120120 -1.882127 -0.714549
C4 -1.814021 0.506151 -0.419876
C5 -0.729389 -0.649158 1.465106
C6 -0.760295 -0.518450 -0.034506
N1 3.132491 -0.142642 0.330048
N2 1.157949 1.256978 -0.069075
S1 2.002035 -1.306752 -0.112780
H1 3.355539 1.870096 0.021660
H2 2.718128 0.784591 -1.424236
H3 0.580916 0.047407 -1.988706
H4 -2.026175 -2.357651 -0.479260
H5 -0.384028 -2.488601 -0.376514
H6 -1.116277 -1.877801 -1.766993
H7 -2.779755 -0.064947 -0.312003
H8 -1.802608 1.471860 0.168871
H9 -1.682407 0.603580 -1.469424
H10 -0.133476 0.205442 1.881209
H11 -0.298826 -1.675414 1.654949
H12 -1.808869 -0.591457 1.697223
H13 3.157561 -0.052977 1.325484
H14 0.943081 1.529908 0.923261
H15 0.726424 2.106740 -0.682270

Force components x, y, z for each atom (eV/Å):
C -0.6 1.3 0.5
C -0.6 0.0 -4.6
C 0.2 2.6 0.3
C -0.7 -0.6 0.7
C -0.1 -1.0 -0.2
C -0.1 0.3 -0.6
N -0.1 -0.3 0.0
N -0.8 2.0 -1.2
S -1.1 -0.6 -0.5
H -0.2 -0.1 -0.6
H 0.6 0.5 0.0
H 0.2 -0.3 4.4
H -1.5 0.0 1.0
H 2.3 -2.5 0.7
H 0.3 0.5 -1.5
H 0.7 1.1 0.2
H -0.1 -1.0 -0.8
H -0.2 1.0 -1.1
H -0.8 -1.0 0.3
H -0.4 1.4 0.7
H 0.8 -0.1 0.9
H 0.4 0.3 0.6
H 0.4 -0.7 -0.9
H 1.3 -2.7 1.6

> What is the F_max in the second record?

4.6 eV Å⁻¹